[1]
Formula: C34H39N12O6PRh
Source: the Open Molecules 2025 dataset
Level of theory: the ωB97M-V functional and the def2-TZVPD basis

multiplicity: 5
E_LUMO (alpha / beta): -2.14 / -5.68 eV
maximum force: 0.83 eV/A
charge: +1
frontier orbital gap (alpha / beta): 8.6307 / 5.0967 eV
⟨S²⟩: 6.030

The geometry in XYZ format:
```
93
Properties=species:S:1:pos:R:3:mulliken_charge:R:1
Rh 0.832 -0.401 -2.346 0.672
C 4.379 -1.505 1.993 -1.378
N 3.553 -1.701 0.813 0.880
C 3.122 -0.791 -0.061 -0.484
N 2.320 -1.371 -0.934 0.369
C 2.294 -2.670 -0.535 -0.658
N 3.040 -2.906 0.513 -0.968
C 3.541 -1.117 3.195 1.050
C 3.611 -1.822 4.389 -0.817
C 2.790 -1.473 5.455 -0.863
C 1.896 -0.423 5.345 -0.687
C 1.841 0.302 4.156 0.060
C 2.665 -0.047 3.092 0.334
C 0.941 1.432 4.003 0.131
N 0.027 1.864 4.813 -0.480
N -0.536 2.963 4.232 -0.498
C 0.066 3.143 3.098 0.623
O 1.013 2.201 2.891 -0.173
C -0.160 4.184 2.110 -0.125
C -1.085 5.196 2.352 -0.998
C -1.279 6.176 1.394 -0.719
C -0.580 6.143 0.196 -0.927
C 0.343 5.134 -0.054 0.754
C 1.104 5.134 -1.365 -0.969
N 1.565 3.815 -1.767 1.138
C 0.894 2.662 -1.768 -0.970
N 1.695 1.697 -2.183 0.304
C 2.868 2.333 -2.450 -0.700
N 2.825 3.618 -2.197 -1.136
C 0.559 4.166 0.916 0.031
H 5.109 -0.725 1.773 0.319
H 4.906 -2.439 2.175 0.427
H 3.407 0.249 -0.057 0.654
H 1.724 -3.434 -1.035 0.438
H 4.297 -2.655 4.485 0.436
H 2.850 -2.034 6.378 0.431
H 1.242 -0.152 6.163 0.570
H 2.595 0.518 2.173 0.482
H -1.632 5.199 3.285 0.561
H -1.987 6.972 1.580 0.413
H -0.757 6.911 -0.548 0.472
H 1.995 5.755 -1.297 0.331
H 0.474 5.545 -2.155 0.434
H -0.118 2.522 -1.422 0.799
H 3.753 1.841 -2.819 0.502
H 1.287 3.381 0.762 0.840
C -2.429 1.632 -5.152 -1.133
C -1.315 0.973 -4.508 0.543
N -0.428 0.459 -4.000 -0.248
H -2.954 2.253 -4.426 0.295
H -3.121 0.894 -5.554 0.337
H -2.064 2.259 -5.965 0.373
C -4.428 -1.688 -1.151 -1.721
C -3.733 -0.429 -0.652 1.835
C -4.612 0.340 0.326 -1.918
C -3.333 0.462 -1.824 -1.432
O -2.578 -0.846 0.130 1.065
P -1.073 -0.983 -0.324 -2.781
O -0.383 0.351 -0.522 0.419
O -0.928 -1.816 -1.595 -0.184
O -0.385 -1.707 0.903 0.831
C -0.983 -2.484 1.994 1.853
C 0.191 -3.103 2.736 -1.485
C -1.743 -1.551 2.937 -1.339
C -1.881 -3.579 1.429 -1.424
H -5.363 -1.424 -1.646 0.493
H -4.657 -2.355 -0.319 0.375
H -3.789 -2.215 -1.861 0.220
H -5.515 0.692 -0.170 0.475
H -4.060 1.195 0.720 0.380
H -4.899 -0.302 1.160 0.389
H -4.229 0.809 -2.340 0.521
H -2.711 -0.102 -2.520 0.152
H -2.766 1.320 -1.459 0.329
H 0.872 -2.319 3.065 0.145
H 0.737 -3.796 2.099 0.387
H -0.177 -3.635 3.613 0.497
H -1.121 -0.685 3.171 0.166
H -1.980 -2.070 3.865 0.517
H -2.665 -1.203 2.480 0.108
H -1.297 -4.259 0.805 0.284
H -2.683 -3.149 0.832 0.035
H -2.318 -4.150 2.248 0.500
N -0.009 -3.608 -3.524 -0.089
C 1.026 -3.049 -4.147 0.876
O 1.488 -1.936 -3.857 -0.662
C 1.660 -3.810 -5.244 0.436
C 2.767 -3.272 -5.910 -0.044
N 3.681 -2.829 -6.459 -0.382
C 1.139 -5.056 -5.620 -0.074
N 0.641 -6.068 -5.873 -0.374
H -0.505 -3.055 -2.810 0.284
H -0.374 -4.501 -3.815 0.266
```

***

[2]
Formula: C34H39N2OPRhSSe
Source: the Open Molecules 2025 dataset
Level of theory: the ωB97M-V functional and the def2-TZVPD basis

multiplicity: 5
E_LUMO (alpha / beta): -2.40 / -4.45 eV
maximum force: 5.04 eV/A
charge: +1
frontier orbital gap (alpha / beta): 5.4773 / 5.3289 eV
⟨S²⟩: 6.076

The geometry in XYZ format:
```
80
Properties=species:S:1:pos:R:3:mulliken_charge:R:1
Rh 0.020 1.820 2.062 -0.413
C 0.603 3.019 4.666 -0.811
C 0.523 1.500 5.051 -0.820
N 0.169 0.688 3.852 0.007
C 0.867 -0.562 3.735 -0.957
C 2.309 -0.313 3.287 -0.753
S 2.425 0.610 1.723 0.023
C 3.291 2.156 2.248 -0.575
C 2.638 3.125 3.281 -0.821
N 1.164 3.265 3.319 -0.182
H 1.179 3.647 5.374 0.493
H -0.400 3.456 4.556 0.389
H -0.144 1.349 5.902 0.393
H 1.547 1.198 5.287 0.315
H -0.848 0.571 3.936 0.479
H 0.372 -1.211 3.013 0.479
H 0.863 -1.090 4.729 0.324
H 2.702 -1.330 3.055 0.479
H 2.917 0.126 4.083 0.451
H 3.406 2.670 1.262 0.218
H 4.333 1.803 2.529 0.565
H 3.040 4.146 3.023 0.441
H 3.087 2.800 4.246 0.360
H 0.864 4.109 2.833 0.329
O -2.321 0.566 2.731 -0.766
C -1.771 1.119 1.767 -0.197
C -2.502 1.396 0.486 1.046
C -3.799 0.859 0.257 -0.975
C -4.366 1.116 -0.970 -0.394
C -3.747 1.871 -1.951 -0.958
C -2.500 2.445 -1.730 -0.114
C -1.932 2.197 -0.528 -0.647
P -0.253 2.705 -0.037 2.277
C 0.040 4.502 0.007 0.928
C 1.275 5.081 0.348 -0.440
C 1.290 6.408 0.744 -0.659
C 0.137 7.176 0.825 -0.709
C -1.087 6.611 0.489 -0.712
C -1.176 5.282 0.069 -0.717
C 0.775 1.946 -1.355 0.434
C 1.960 2.436 -1.880 0.015
C 2.719 1.616 -2.787 -0.705
C 2.168 0.514 -3.408 -0.703
C 0.950 0.023 -2.864 -0.564
C 0.331 0.679 -1.823 -0.414
H -4.352 0.371 1.080 0.407
H -5.335 0.666 -1.235 0.381
H -4.224 1.952 -2.904 0.450
H -1.950 3.004 -2.455 0.549
H 2.245 4.611 0.236 0.327
H 2.220 6.952 0.882 0.411
H 0.342 8.167 1.241 0.370
H -1.985 7.196 0.511 0.436
H -2.127 4.835 -0.223 0.408
H 2.389 3.407 -1.576 0.269
H 3.740 1.904 -3.038 0.425
H 2.742 0.094 -4.243 0.384
H 0.325 -0.782 -3.251 0.431
H -0.591 0.251 -1.337 0.311
C -2.745 -8.354 -4.059 -1.278
C -1.840 -7.278 -3.454 0.437
C -0.454 -7.266 -3.868 -0.755
C 0.501 -6.453 -3.336 1.076
C 1.826 -6.314 -4.064 -1.358
C 0.186 -5.715 -2.143 -0.438
Se 1.478 -4.790 -1.165 -0.059
C -1.177 -5.688 -1.728 1.237
C -1.540 -5.007 -0.448 -1.431
C -2.170 -6.327 -2.504 -0.988
H -2.183 -9.381 -3.997 0.309
H -3.106 -8.175 -5.057 0.299
H -3.599 -8.472 -3.422 0.398
H -0.085 -7.912 -4.707 0.196
H 1.946 -7.096 -4.815 0.373
H 2.693 -6.393 -3.337 0.339
H 1.881 -5.331 -4.530 0.280
H -1.020 -4.085 -0.348 0.393
H -1.333 -5.745 0.413 0.246
H -2.626 -4.715 -0.392 0.351
H -3.187 -6.233 -2.171 0.373
```

***

[3]
Formula: C34H39N3OPdSi
Source: the Open Molecules 2025 dataset
Level of theory: the ωB97M-V functional and the def2-TZVPD basis

multiplicity: 1
E_LUMO (alpha / beta): 4.51 / 4.51 eV
maximum force: 3.18 eV/A
charge: -2
frontier orbital gap (alpha / beta): 3.4752 / 3.4768 eV

The geometry in XYZ format:
```
79
Properties=species:S:1:pos:R:3:mulliken_charge:R:1
Pd -0.669 0.559 0.207 0.232
N 4.374 0.324 0.242 -0.413
C 4.691 1.553 0.964 -0.497
C 4.183 2.857 0.302 -0.420
N 3.027 2.662 -0.547 -0.246
H 4.925 -0.450 0.632 0.201
H 4.626 0.455 -0.738 0.187
H 5.739 1.682 1.193 0.368
H 4.176 1.462 1.945 0.117
H 5.044 3.264 -0.280 0.275
H 3.988 3.601 1.121 0.270
H 2.387 3.456 -0.480 0.242
H 2.532 1.782 -0.296 -0.059
C -4.134 -1.673 3.143 -1.670
C -2.712 -1.417 2.640 0.476
O -2.413 -0.436 1.945 -0.472
C -1.669 -2.363 3.065 0.556
C -1.892 -3.187 4.178 -0.623
C -0.889 -4.071 4.588 -0.587
C 0.296 -4.215 3.888 -0.387
C 0.561 -3.406 2.814 -0.767
C -0.325 -2.412 2.522 0.320
H -4.799 -0.920 2.691 0.357
H -4.242 -1.594 4.235 0.384
H -4.498 -2.641 2.773 0.407
H -2.882 -3.169 4.644 0.233
H -1.031 -4.652 5.509 0.304
H 1.053 -4.924 4.227 0.330
H 1.456 -3.554 2.215 0.483
H -0.008 -1.576 1.850 0.282
C -1.954 3.907 0.824 -1.019
C -1.312 3.058 1.862 0.416
C -1.480 3.039 3.272 -0.695
C -0.437 2.306 3.808 -0.912
C 0.341 1.814 2.730 0.304
C 1.697 1.228 2.749 -0.605
N -0.301 2.153 1.570 0.024
H -2.549 4.720 1.303 0.349
H -2.646 3.380 0.165 0.063
H -1.147 4.350 0.198 0.163
H -2.245 3.604 3.803 0.328
H -0.202 2.128 4.867 0.308
H 1.717 0.467 1.917 0.105
H 1.855 0.721 3.723 0.324
H 2.455 2.029 2.644 0.022
C 1.406 3.055 -5.038 -0.446
C 2.186 2.566 -3.952 -0.644
C 1.675 1.536 -3.163 -0.247
C 0.363 1.045 -3.354 0.105
C -0.305 1.382 -4.534 -0.512
C 0.209 2.398 -5.344 -0.452
Si -0.381 0.003 -1.983 -0.480
C -2.169 -0.353 -2.275 0.782
C -3.081 0.713 -2.132 -0.628
C -4.442 0.487 -2.100 -0.509
C -4.938 -0.830 -2.242 -0.578
C -4.023 -1.857 -2.507 -0.511
C -2.647 -1.614 -2.600 -0.193
C 0.578 -1.614 -1.965 0.477
C 1.620 -1.808 -2.874 -0.418
C 2.472 -2.932 -2.736 -0.584
C 2.169 -3.934 -1.798 -0.774
C 0.995 -3.787 -1.014 -0.710
C 0.190 -2.656 -1.094 -0.181
H 1.773 3.874 -5.644 0.359
H 3.085 3.131 -3.658 0.341
H 2.280 1.089 -2.365 0.579
H -1.211 0.861 -4.847 0.301
H -0.280 2.601 -6.292 0.321
H -2.746 1.731 -1.983 0.271
H -5.125 1.296 -1.871 0.332
H -5.999 -1.110 -2.186 0.305
H -4.393 -2.854 -2.620 0.381
H -1.979 -2.428 -2.928 0.272
H 1.852 -1.065 -3.657 0.292
H 3.330 -2.974 -3.408 0.341
H 2.819 -4.779 -1.704 0.390
H 0.732 -4.542 -0.281 0.409
H -0.703 -2.532 -0.480 0.548
```

***

[4]
Formula: C34H40AsReS4Si
Source: the Open Molecules 2025 dataset
Level of theory: the ωB97M-V functional and the def2-TZVPD basis

multiplicity: 2
E_LUMO (alpha / beta): -10.75 / -9.94 eV
maximum force: 1.28 eV/A
relative energy (zero: lowest compared OMol25 entry of this formula, charge and spin): 97.0 kcal per mole
charge: +3
frontier orbital gap (alpha / beta): 5.5384 / 6.3228 eV
⟨S²⟩: 0.995

The geometry in XYZ format:
```
81
Properties=species:S:1:pos:R:3:mulliken_charge:R:1
Re -0.429 -1.332 0.031 0.879
C 2.120 -0.017 1.706 -0.874
C 1.020 -0.340 2.697 -0.117
S 0.236 -1.951 2.248 -0.021
C -1.432 -1.829 3.026 -0.761
C -2.426 -2.692 2.271 -0.776
S -2.554 -2.320 0.483 0.029
C -3.566 -0.793 0.394 -0.658
C -3.345 -0.188 -0.979 -0.948
S -1.571 0.167 -1.291 -0.096
C -0.063 -0.130 -4.123 -0.674
C 1.061 -0.552 -3.567 -0.285
S 1.522 0.064 -0.037 -0.047
H 2.891 -0.790 1.698 0.537
H 2.594 0.936 1.949 0.474
H 0.247 0.430 2.698 -0.333
H 1.431 -0.431 3.703 0.659
H -1.725 -0.779 3.047 0.253
H -1.344 -2.195 4.050 0.618
H -3.423 -2.621 2.704 0.589
H -2.120 -3.741 2.294 0.359
H -3.260 -0.113 1.190 0.211
H -4.611 -1.072 0.534 0.559
H -3.873 0.760 -1.071 0.513
H -3.687 -0.860 -1.768 0.442
H -0.687 -0.786 -4.717 0.356
H -0.391 0.900 -4.037 0.256
H 1.710 0.121 -3.016 0.066
H 1.416 -1.566 -3.705 0.409
C 4.360 4.660 1.816 -0.547
C 3.079 4.820 2.325 -0.768
C 2.027 4.074 1.812 -0.344
C 2.286 3.170 0.787 0.402
C 3.571 3.002 0.270 -0.048
C 4.610 3.753 0.791 -0.803
As 0.834 2.269 -0.096 1.047
C 0.633 3.070 -1.819 0.768
C 1.506 3.064 -2.892 -0.706
C 1.237 3.898 -3.968 -0.796
C 0.121 4.724 -3.944 -0.866
C -0.746 4.725 -2.856 -0.800
C -0.504 3.889 -1.775 0.254
C -1.324 3.820 -0.545 0.841
C -2.490 4.539 -0.309 -0.690
C -3.155 4.416 0.904 -0.984
C -2.673 3.579 1.904 -0.886
C -1.512 2.850 1.690 -0.651
C -0.860 2.982 0.476 0.229
H 5.171 5.253 2.216 0.437
H 2.898 5.532 3.118 0.458
H 1.021 4.209 2.190 0.413
H 3.752 2.303 -0.540 0.389
H 5.610 3.646 0.394 0.453
H 2.382 2.428 -2.906 0.397
H 1.903 3.906 -4.820 0.491
H -0.075 5.382 -4.779 0.462
H -1.599 5.389 -2.856 0.467
H -2.879 5.208 -1.065 0.477
H -4.057 4.988 1.077 0.467
H -3.192 3.506 2.850 0.525
H -1.115 2.217 2.476 0.397
C -0.839 -3.674 -2.329 -0.901
Si 0.287 -3.730 -0.820 0.652
C 2.101 -3.274 -1.058 -0.926
C -0.040 -5.080 0.416 0.841
C -1.031 -6.035 0.150 -0.347
C -1.176 -7.142 0.970 -0.699
C -0.350 -7.304 2.074 -0.524
C 0.636 -6.362 2.353 -0.814
C 0.789 -5.258 1.534 -0.422
H -0.480 -4.393 -3.073 0.503
H -0.842 -2.689 -2.797 0.078
H -1.864 -3.943 -2.075 0.379
H 2.564 -4.080 -1.637 0.492
H 2.646 -3.205 -0.114 0.342
H 2.234 -2.348 -1.615 0.197
H -1.673 -5.933 -0.718 0.379
H -1.927 -7.886 0.740 0.446
H -0.463 -8.172 2.709 0.438
H 1.294 -6.501 3.200 0.452
H 1.573 -4.542 1.752 0.327
```

***

[5]
Formula: C34H40BGaNO12
Source: the Open Molecules 2025 dataset
Level of theory: the ωB97M-V functional and the def2-TZVPD basis

multiplicity: 1
E_LUMO: -0.13 eV
maximum force: 3.25 eV/A
charge: -1
frontier orbital gap: 4.1445 eV

The geometry in XYZ format:
```
89
Properties=species:S:1:pos:R:3:mulliken_charge:R:1
C -4.617 4.176 -1.495 -1.057
C -3.134 3.830 -2.066 0.299
N -2.259 3.401 -0.944 -0.224
Ga -0.389 3.255 -1.452 -0.852
C -0.243 1.941 -3.067 -0.109
C 0.988 2.261 -4.035 -0.187
C 0.904 1.504 -5.475 -0.442
O -0.358 0.834 -5.704 -0.578
C 0.486 5.078 -1.926 -0.363
C -0.216 6.351 -1.270 -0.406
O -1.346 6.878 -2.008 -0.344
C -0.986 7.306 -3.296 0.658
C -2.030 6.917 -4.453 -0.744
O 0.056 7.905 -3.595 -0.582
B 0.651 2.553 0.251 0.610
C 1.683 1.304 0.257 -0.571
O 0.439 3.279 1.511 -0.496
H -4.533 4.476 -0.396 0.268
H -5.256 3.253 -1.648 0.266
H -5.052 5.077 -2.057 0.254
H -2.785 4.784 -2.586 -0.234
H -3.188 3.031 -2.888 0.140
H -2.390 4.010 -0.122 0.259
H -1.248 2.019 -3.618 -0.052
H -0.060 0.884 -2.662 0.184
H 1.106 3.367 -4.278 0.094
H 1.968 1.925 -3.560 0.144
H 1.772 0.770 -5.610 0.142
H 1.016 2.310 -6.289 0.336
H -1.025 1.526 -5.876 0.333
H 1.552 5.044 -1.494 0.214
H 0.607 5.126 -3.054 0.262
H -0.613 6.032 -0.240 0.169
H 0.594 7.135 -1.054 0.311
H -1.907 5.815 -4.740 0.118
H -3.060 7.020 -3.957 0.256
H -1.934 7.606 -5.347 0.321
H 2.762 1.682 0.120 0.304
H 1.457 0.586 -0.590 0.155
H 1.694 0.761 1.273 -0.059
H 0.327 4.233 1.311 0.228
C 2.755 -3.499 3.382 -0.510
C 1.926 -4.470 3.761 -0.358
C 0.459 -4.291 3.706 0.398
O -0.299 -5.180 4.055 -0.585
C -0.052 -2.995 3.214 -0.571
C 0.778 -2.022 2.835 -0.113
C 2.245 -2.201 2.889 0.455
O 3.003 -1.318 2.543 -0.542
H 3.832 -3.612 3.416 0.421
H 2.282 -5.427 4.123 0.436
H -1.128 -2.882 3.180 0.439
H 0.419 -1.066 2.473 0.508
C 0.793 2.536 4.717 -0.224
C 0.649 3.808 5.090 -0.372
C 0.246 4.163 6.466 0.339
O 0.112 5.323 6.808 -0.567
C 0.009 3.053 7.415 -0.414
C 0.152 1.782 7.044 -0.399
C 0.557 1.426 5.666 0.303
O 0.689 0.264 5.329 -0.459
H 1.087 2.260 3.711 0.534
H 0.819 4.632 4.408 0.453
H -0.286 3.332 8.420 0.390
H -0.018 0.957 7.725 0.409
C -0.858 -7.976 3.257 -0.335
C -1.530 -8.276 4.369 -0.267
C -1.869 -9.674 4.706 0.378
O -2.484 -9.950 5.720 -0.558
C -1.433 -10.728 3.764 -0.394
C -0.761 -10.429 2.653 -0.364
C -0.422 -9.029 2.316 0.304
O 0.193 -8.756 1.303 -0.550
H -0.603 -6.959 2.996 0.554
H -1.855 -7.516 5.069 0.447
H -1.689 -11.747 4.027 0.402
H -0.435 -11.188 1.952 0.405
C 3.178 -3.548 -4.610 -0.391
C 2.349 -4.526 -4.242 -0.437
C 0.882 -4.350 -4.302 0.390
O 0.126 -5.242 -3.964 -0.570
C 0.370 -3.051 -4.787 -0.522
C 1.198 -2.073 -5.155 0.091
C 2.665 -2.248 -5.095 0.589
O 3.423 -1.359 -5.433 -0.561
H 4.254 -3.659 -4.572 0.409
H 2.707 -5.483 -3.885 0.404
H -0.707 -2.940 -4.825 0.452
H 0.838 -1.116 -5.512 0.128
```

***

Calculated values (eV) of energy for the records, taken in order: -78351.34273; -129387.22818; -53763.49058; -150068.94874; -115014.42412.